Computed, not measured: a molecular structure, C22H50B2MgO11S3 at a distorted geometry, with ωB97M-V/def2-TZVPD.

Its frontier orbital gap is 0.3514 Ha. The molar mass comes out at 632.76 g/mol. Its energy is -85448.76721 eV. The value obtained for the HOMO energy is -0.3468 Eh. The energy relative to the best compared isomer or geometry (same formula, charge and spin) is 0.000 eV.

Each line ends with the Löwdin charge.
CARTESIAN COORDINATES (ANGSTROEM)
1 Mg -0.717939 -1.453778 1.099332  0.311
2 B -2.729650 -2.139539 1.151583  -0.347
3 H -2.606750 -2.821384 0.221455  -0.010
4 H -1.965028 -2.490299 1.916837  -0.012
5 H -2.516473 -1.088758 0.800981  -0.032
6 H -3.763386 -2.300634 1.648529  0.005
7 B -0.246108 -0.207939 -0.356640  -0.419
8 H -0.711342 0.462476 0.427934  0.004
9 H 0.676178 -0.646987 0.121551  -0.005
10 H -1.057578 -0.925458 -0.666445  -0.003
11 H 0.064722 0.377862 -1.303031  0.013
12 C -2.349921 3.100604 -1.460578  -0.010
13 C -1.235959 3.638518 -0.597768  -0.315
14 C 0.161378 3.157178 -0.880936  -0.082
15 O 0.909515 4.361198 -0.594630  0.055
16 C 0.105718 5.444704 -0.587101  -0.578
17 O 0.490315 6.556779 -0.407494  0.157
18 O -1.178233 5.073255 -0.732393  0.093
19 H -2.507056 2.053618 -1.164666  0.084
20 H -2.051268 3.033810 -2.506022  0.082
21 H -3.316655 3.560880 -1.274514  0.091
22 H -1.493816 3.468166 0.454533  0.138
23 H 0.390424 2.943902 -1.928037  0.140
24 H 0.404076 2.325272 -0.229647  0.093
25 C 5.082707 2.193615 -2.053041  -0.022
26 C 3.729655 1.587304 -2.117018  -0.494
27 O 3.065127 1.519855 -3.122181  0.075
28 C 3.141652 1.055709 -0.800676  -0.010
29 H 5.787102 1.494562 -1.603157  0.084
30 H 5.111537 3.155861 -1.540393  0.094
31 H 5.394931 2.416197 -3.076432  0.088
32 H 3.932230 0.391788 -0.436429  0.067
33 H 2.405674 0.324573 -1.128006  0.065
34 H 2.909889 1.887001 -0.143968  0.095
35 C 0.155698 0.234061 -4.326289  -0.023
36 C -1.207497 -0.005789 -4.930524  -0.509
37 O -1.289019 -0.382826 -6.084204  0.055
38 C -2.429569 0.249516 -4.118089  0.001
39 H 0.233266 -0.209267 -3.331767  0.043
40 H 0.291358 1.315988 -4.251475  0.089
41 H 0.953257 -0.155630 -4.952418  0.090
42 H -2.735592 -0.691555 -3.649558  0.084
43 H -3.249735 0.630014 -4.718051  0.093
44 H -2.172545 0.889676 -3.271157  0.056
45 C 3.706801 -0.441861 4.128921  -0.216
46 C 3.827345 -0.028241 2.648066  -0.209
47 C 3.606463 -1.319762 1.834610  -0.193
48 S 2.266408 -2.175870 2.749110  0.767
49 O 2.539151 -3.570451 2.976779  -0.289
50 O 0.990709 -1.824748 2.142883  -0.355
51 C 2.447105 -1.272086 4.350001  -0.167
52 H 3.829187 0.410080 4.795029  0.119
53 H 4.571969 -1.083212 4.325330  0.118
54 H 4.855694 0.266134 2.445601  0.116
55 H 3.117939 0.733481 2.328305  0.112
56 H 4.538002 -1.881373 1.878826  0.111
57 H 3.270463 -1.227154 0.807161  0.079
58 H 2.584213 -2.058311 5.084043  0.104
59 H 1.589434 -0.620328 4.503973  0.087
60 C -4.032897 1.330159 3.869553  -0.195
61 C -3.315350 2.050678 2.711551  -0.204
62 C -1.855656 2.084551 3.156607  -0.195
63 S -1.557582 0.394791 3.811411  0.762
64 O -0.740884 0.504131 5.002569  -0.309
65 O -1.086573 -0.445350 2.728990  -0.375
66 C -3.295458 0.018570 4.141070  -0.180
67 H -5.105385 1.196648 3.753508  0.121
68 H -3.892555 1.958019 4.754369  0.118
69 H -3.709564 3.057581 2.577628  0.119
70 H -3.413015 1.539361 1.752221  0.120
71 H -1.718586 2.755379 4.003556  0.108
72 H -1.104899 2.277293 2.393541  0.090
73 H -3.302230 -0.342844 5.167089  0.110
74 H -3.533146 -0.772083 3.425754  0.087
75 C -1.723214 -3.567690 -2.739350  -0.220
76 C -0.431868 -3.270689 -3.477063  -0.200
77 C 0.623684 -2.956995 -2.414909  -0.175
78 S 0.166775 -3.974397 -0.946664  0.787
79 O -0.104778 -3.008632 0.115247  -0.391
80 O 1.103856 -5.052642 -0.715917  -0.295
81 C -1.425392 -4.552651 -1.638338  -0.190
82 H -2.532857 -3.918480 -3.383565  0.127
83 H -2.096570 -2.583301 -2.437259  0.108
84 H -0.564943 -2.483827 -4.222183  0.099
85 H 0.005491 -4.068003 -4.087531  0.123
86 H 0.689854 -1.917281 -2.096728  0.068
87 H 1.620947 -3.267666 -2.723979  0.106
88 H -2.146665 -4.784152 -0.861553  0.107
89 H -1.126723 -5.490883 -2.116284  0.109

Force components x, y, z for each atom (eV/Å):
Mg 0.3683 -1.1535 1.3843
B -2.0284 -1.4994 -0.3503
H -0.1281 -0.7798 -1.0414
H 1.1485 -0.9466 1.5703
H -0.3603 2.1579 -0.4070
H -1.2019 0.1476 0.5057
B 0.7631 2.5667 -2.8588
H -0.9264 1.7140 1.3519
H 1.8013 -0.9279 0.4401
H -1.1261 -1.3832 -0.8666
H 0.3140 0.7479 -0.8207
C 0.2513 -1.3987 0.3313
C -1.5503 0.1941 0.0275
C 0.1264 1.0369 -0.3350
O 0.6090 -0.3188 0.3727
C 0.1589 0.0654 0.5033
O -0.0650 -0.0263 -0.2645
O 0.2985 -0.1176 -0.2458
H 0.1539 0.0229 0.0202
H -0.2644 0.5353 -0.0968
H 0.1689 0.4762 -0.2722
H 0.1339 -0.1236 -0.0250
H -0.3562 -0.4230 0.0752
H 0.4390 0.1316 -0.0704
C 0.7101 0.3184 -1.0620
C -1.2905 0.1796 0.9513
O 0.2782 0.0290 -0.4009
C 1.5119 -1.0862 -1.7359
H 0.0587 0.1467 0.1498
H -0.2102 -0.1900 0.3962
H 0.1042 -0.1478 0.0658
H 0.1636 0.5043 0.7273
H -0.8923 0.7233 0.5485
H -0.3514 -0.2968 0.2708
C -0.2099 -0.0298 0.1882
C 0.6975 -0.3056 -1.2543
O -0.2173 0.0004 0.2412
C 0.1590 -0.0393 0.9657
H -0.0510 0.3152 0.0328
H 0.0842 -0.0213 0.2598
H -0.1377 -0.0439 -0.1836
H -0.0656 -0.0586 -0.1659
H 0.0227 0.0492 -0.0325
H -0.2548 0.1611 -0.1444
C 0.7729 -0.1903 -0.2148
C -0.1134 -0.6944 -0.3971
C -0.4087 -0.0054 0.7694
S -0.0621 -0.0243 0.6154
O 0.1355 0.3194 -0.2403
O 1.1979 -0.0837 0.6530
C 0.3449 0.2757 -1.1409
H -0.3727 0.0184 0.0516
H 0.0115 0.0071 0.0639
H -0.1371 0.5145 0.0048
H 0.0542 0.1695 0.2031
H -0.3033 -0.5129 0.0293
H -0.0776 0.1614 0.0121
H -0.2889 0.1094 0.1953
H -0.2742 -0.3603 0.0649
C 0.3597 0.2017 0.3923
C 0.0228 -0.0233 0.0575
C 0.0277 -0.6932 0.1247
S -0.0116 1.4771 -0.2208
O -0.3384 -0.4124 -0.3231
O -0.0071 1.0105 1.4792
C 0.5892 -0.2701 -0.2511
H 0.0418 -0.1540 -0.2637
H -0.1757 0.0776 0.0173
H 0.0398 0.0331 0.0499
H -0.0543 -0.2144 0.0849
H 0.0785 -0.0057 0.0122
H -0.0495 -0.0463 -0.0717
H -0.3143 -0.0002 -0.0119
H -0.1286 -0.0424 0.0783
C -0.9327 0.6842 -0.5577
C 0.8656 -0.0903 -0.5847
C 0.4050 -0.3283 0.2151
S -0.3549 0.8872 -0.5717
O 0.8134 -2.2050 -0.7518
O -0.6173 0.6221 -0.0181
C 1.1869 -0.5779 -0.0216
H 0.2628 -0.3422 -0.1115
H 0.0415 -0.2378 0.8001
H 0.0282 0.2810 0.3712
H -0.5953 -0.4729 0.2278
H -0.3467 -0.0701 0.1891
H -0.0132 -0.1039 0.0791
H -0.0505 0.4918 0.0924
H -0.0893 -0.0858 0.0728

Computed, not measured: a molecular structure, C22H50BF4O20Tl2 at a distorted geometry, with ωB97M-V/def2-TZVPD.

Its frontier orbital gap is 0.0557 Ha. The molar mass comes out at 1130.19 g/mol. Its energy is -85473.57619 eV. The value obtained for the HOMO energy is -0.6039 Eh. The energy relative to the best compared isomer or geometry (same formula, charge and spin) is 0.000 eV. The charge is +3.

Each line ends with the Löwdin charge.
CARTESIAN COORDINATES (ANGSTROEM)
1 Tl 1.697838 -4.204409 1.774532  1.247
2 Tl 5.966840 -0.460018 -0.515408  1.246
3 C -0.018614 -0.643324 1.145845  0.237
4 C 1.144403 -0.839403 0.285002  -0.259
5 C 2.082242 0.440363 -0.005502  -0.239
6 O 3.059786 0.237426 -0.687975  0.072
7 C 1.721642 1.729972 0.630762  0.234
8 C 0.618820 1.785285 1.510283  -0.302
9 C -0.281722 0.602413 1.738941  -0.286
10 O -1.215072 0.693460 2.547451  0.169
11 O 0.480912 2.812592 2.196943  0.165
12 O 1.517471 -1.912188 -0.113356  0.098
13 H -0.703834 -1.448562 1.403158  0.140
14 H 2.392617 2.569807 0.517513  0.130
15 B 4.453994 -3.423431 -0.301756  -1.395
16 F 3.409308 -4.385150 -0.275015  0.009
17 F 3.944367 -2.260850 0.342276  -0.036
18 F 5.573051 -3.848762 0.407132  0.142
19 F 4.706428 -3.029578 -1.605952  0.094
20 C -4.304131 3.725086 2.504308  -0.128
21 C -3.388347 4.007423 1.316249  -0.137
22 O -2.130549 4.464920 1.739231  0.109
23 O -3.707205 2.932000 3.472313  0.116
24 H -5.238428 3.205651 2.269512  0.155
25 H -4.593669 4.703361 2.906538  0.170
26 H -3.711185 4.782320 0.615877  0.142
27 H -3.371353 3.100349 0.683068  0.158
28 H -1.822067 5.048872 1.023401  0.090
29 H -3.793771 1.990147 3.219267  0.089
30 C -4.795701 0.008217 1.131556  -0.192
31 C -4.002827 -0.030360 -0.184353  -0.172
32 O -3.203694 -1.224487 -0.011079  -0.078
33 O -4.033927 0.479122 2.213078  -0.060
34 H -5.306173 -0.940705 1.303041  0.144
35 H -5.589619 0.752987 1.023283  0.130
36 H -3.277666 0.784856 -0.302608  0.109
37 H -4.591475 -0.239342 -1.079916  0.138
38 H -2.569047 -1.187304 -0.744560  0.033
39 H -3.235228 -0.064749 2.297614  0.071
40 C 0.612372 4.747240 -0.889712  -0.181
41 C -0.860747 4.230495 -0.960129  -0.188
42 O -1.867318 5.195745 -0.748928  -0.024
43 O 1.092498 5.045585 0.386134  0.019
44 H 0.759561 5.642699 -1.492441  0.145
45 H 1.228529 3.959143 -1.349588  0.131
46 H -0.998223 3.352853 -0.327985  0.104
47 H -0.957848 3.982584 -2.018783  0.130
48 H -2.196067 5.485274 -1.608086  0.145
49 H 1.220177 4.216582 0.869099  0.046
50 C 5.275746 3.770806 0.481336  -0.211
51 C 6.609846 4.296286 0.041828  -0.232
52 O 6.840186 4.224450 -1.350920  -0.014
53 O 5.187888 2.362139 0.145284  -0.197
54 H 4.430074 4.311104 0.035025  0.119
55 H 5.196440 3.889184 1.566621  0.134
56 H 7.348605 3.612364 0.461516  0.137
57 H 6.680515 5.317772 0.428181  0.140
58 H 6.142331 4.749949 -1.763771  0.100
59 H 4.400569 2.083185 0.605798  0.017
60 C -0.693114 -4.933357 -0.953462  -0.179
61 C -1.211033 -4.005853 0.107377  -0.251
62 O -0.950287 -4.474144 1.421781  -0.178
63 O 0.709189 -5.072711 -0.720754  -0.145
64 H -0.925376 -4.430898 -1.890592  0.121
65 H -1.117279 -5.913380 -0.730362  0.149
66 H -2.300288 -3.990000 0.002501  0.142
67 H -0.837930 -2.981358 0.017265  0.077
68 H -1.693232 -4.372585 2.030011  0.069
69 H 1.239641 -5.455551 -1.429131  0.105
70 C -0.915126 -3.056663 4.842351  -0.196
71 C -2.376227 -2.694522 4.517737  -0.187
72 O -2.819915 -3.646424 3.535240  -0.079
73 O -0.003630 -2.855272 3.784537  -0.166
74 H -0.836699 -4.054529 5.260893  0.143
75 H -0.748335 -2.331240 5.648346  0.130
76 H -2.499740 -1.684871 4.120884  0.103
77 H -2.985172 -2.824056 5.413391  0.135
78 H -3.780529 -3.700896 3.486363  0.105
79 H 0.130513 -1.935457 3.552059  0.060
80 C -0.677916 0.680791 -3.261583  -0.221
81 C -1.778274 -0.405753 -3.221247  -0.157
82 O -1.330056 -1.279565 -2.189813  -0.101
83 O -0.662331 1.364787 -2.041878  -0.071
84 H -0.985854 1.371701 -4.053795  0.136
85 H 0.314466 0.330522 -3.558310  0.117
86 H -1.956057 -0.839003 -4.205183  0.140
87 H -2.651177 0.165408 -2.904212  0.121
88 H -0.508050 -1.742520 -2.416677  0.062
89 H -0.589042 0.717962 -1.329414  0.051
90 C 1.943327 -2.465937 -4.229465  -0.143
91 C 1.451545 -3.807019 -4.871489  -0.161
92 O 0.784477 -4.686115 -4.007070  0.012
93 O 1.220151 -2.245057 -3.020331  -0.092
94 H 1.783808 -1.656627 -4.946235  0.126
95 H 3.020124 -2.489038 -4.050503  0.132
96 H 2.265421 -4.368333 -5.337997  0.146
97 H 0.657125 -3.629021 -5.615892  0.147
98 H 0.596995 -4.162764 -3.211415  0.051
99 H 1.686353 -1.630087 -2.445092  0.080

Force components x, y, z for each atom (eV/Å):
Tl 0.2094 -0.5126 -0.0887
Tl 0.1203 -0.3756 -0.0710
C 0.4050 -0.6995 -0.8764
C 0.9980 1.0020 0.1233
C -0.5062 -1.0458 -0.0989
O -0.5405 0.6347 0.2670
C 0.3112 -2.0852 -0.9908
C -0.0428 2.0243 1.4578
C -1.3678 0.8638 1.6438
O 0.7805 0.1617 -0.8394
O -0.3775 -1.0982 -0.7403
O -0.6492 0.2304 -0.2848
H 0.1059 -0.2105 -0.1310
H -0.0346 0.2129 -0.0658
B -0.0021 -0.8241 0.4901
F 0.2886 0.0520 -0.0369
F 0.0520 0.8908 0.7963
F -0.4263 0.2726 -0.5892
F 0.4216 0.1443 -0.5156
C -1.3738 -1.3454 2.3437
C 1.7290 1.9709 -1.7313
O -0.9103 -1.5997 0.3339
O 0.5522 1.1015 -0.3895
H 0.1362 0.1796 -1.1650
H 0.5578 0.0978 0.2916
H -0.8727 -0.2204 0.2904
H 0.2318 -0.6278 0.4638
H 0.0096 0.6374 0.0605
H -0.3618 -0.2532 -0.1010
C -1.1878 1.6992 -1.6354
C 0.3767 -2.1292 1.1462
O 0.8251 0.6312 -0.1149
O 0.8696 -0.2439 0.4835
H 0.4205 -0.1970 0.1452
H -0.1089 -0.1140 -0.0064
H -0.5781 0.5491 -0.0068
H -0.3908 0.7376 0.1340
H 0.1710 -0.7535 -0.1187
H -0.1222 -0.0043 0.0933
C 0.3319 0.1733 0.2784
C 0.4021 0.5314 -2.0000
O 0.2928 -0.1602 0.5600
O -0.2755 -0.1516 -0.0141
H -0.3636 0.0518 -0.0194
H -0.2169 -0.2461 -0.0788
H -0.0340 0.1044 0.1696
H 0.1597 -0.7877 0.1647
H -0.0118 0.3516 0.1478
H -0.2061 0.3789 0.4150
C -0.2334 -0.2972 0.0950
C 0.2535 -0.4226 -0.1926
O -0.7238 0.1996 0.1695
O -0.1308 0.4357 0.0651
H 0.1225 0.0267 -0.1997
H 0.1041 0.0142 -0.0106
H 0.2218 0.4711 0.3087
H 0.3952 -0.0354 0.0305
H 0.2945 0.0397 -0.3191
H -0.1480 -0.5194 0.1497
C 0.9754 -0.1458 1.3019
C -1.5305 -0.0179 0.7512
O 0.9824 -0.3674 -0.2647
O 0.3743 0.7301 0.2372
H -0.1899 -0.6237 -0.4127
H -0.5281 0.0437 -0.8692
H 0.0314 0.3257 -0.3326
H 0.1221 -0.0747 -0.3773
H -0.2493 0.2787 0.1235
H -0.3052 -0.1558 -0.1130
C -1.5177 2.1966 1.0305
C 0.1603 -1.7897 -0.7071
O -0.0120 0.0745 -0.4697
O 0.3846 -0.7124 -0.6680
H 0.1562 -0.1425 -0.4149
H 0.7200 -0.2815 0.1951
H 0.2382 0.2198 0.1302
H 0.1591 0.2359 0.1586
H 0.0450 0.0595 0.1839
H -0.2712 0.2513 0.6786
C -1.1455 -0.1433 -1.8917
C 2.1536 1.3008 0.1377
O -1.1007 -0.5017 0.8042
O 0.3899 0.7032 0.9324
H 0.1840 0.3246 0.2744
H -0.0384 -0.3572 0.2155
H 0.0741 -0.4057 0.1910
H -0.2977 -0.6087 0.2245
H -0.0170 -0.0011 -0.6184
H -0.1556 -0.2527 -0.2560
C 0.0032 -0.7730 -0.6569
C -0.4529 0.3019 -0.0325
O 0.3661 0.2874 1.0907
O -0.4086 0.0780 0.0212
H -0.1872 0.0428 0.0188
H -0.0152 -0.2538 0.2925
H 0.0184 0.2488 -0.1743
H 0.5251 0.4435 -0.5033
H -0.0368 -0.2087 0.1039
H 0.4435 -0.2417 -0.0217